Model A:
An isolated molecule of C4H6N2O2. Source: the Open Molecules 2025 dataset; level of theory: the ωB97M-V functional and the def2-TZVPD basis.

The geometry in ORCA input format:
```
! wB97M-V def2-TZVPD RIJCOSX def2/J DEFGRID3
* xyz 0 1
O 1.39499 -0.13575 1.29197
C 1.28134 0.04926 -0.10574
C 0.58483 -1.01067 -0.87979
N -0.58171 -1.36868 -0.59145
N -1.24123 -0.88080 0.54617
C -1.47130 0.37265 0.46798
O -0.92285 1.23550 -0.41365
C 0.52245 1.31212 -0.48267
H 0.59199 -0.52142 1.65406
H 2.29265 0.10967 -0.51240
H 1.05312 -1.46829 -1.75363
H -2.06930 0.80185 1.25761
H 0.89110 2.12265 0.16956
H 0.72005 1.56368 -1.52350
*
```

Its frontier orbital gap is 10.364 eV. The value obtained for the HOMO energy is -9.5667 eV. Its SMILES is O[C@H]1C=NN=COC1. The LUMO energy comes out at 0.029 Eh.



Model B:
An isolated molecule of C4H6N2O2. Source: the Open Molecules 2025 dataset; level of theory: the ωB97M-V functional and the def2-TZVPD basis.

The geometry in ORCA input format:
```
! wB97M-V def2-TZVPD RIJCOSX def2/J DEFGRID3
* xyz 0 1
N 2.09957 0.65545 0.19803
C 0.84567 0.64052 1.08318
O 0.91801 1.09039 2.13761
C -0.34878 0.00942 0.62210
C 0.06934 -1.07164 -0.23469
N -0.64828 0.10777 -0.83225
C -2.11216 -0.20173 -1.09951
O -2.20038 -1.27035 -1.92922
H 1.70685 1.18392 -0.82599
H 2.55136 1.43886 0.65443
H -1.03305 -0.07045 1.59502
H 1.21689 -0.93914 -0.42709
H -0.21551 -2.22890 -0.24141
H -2.84954 0.65589 -0.70022
*
```

Its frontier orbital gap is 9.944 eV. The value obtained for the HOMO energy is -10.0351 eV. Its SMILES is NC(=O)[C@@H]1CN1C=O. The LUMO energy comes out at -0.003 Eh.



Stability check: which of them is most stable? model A.



Model A:
An isolated molecule of C4H6N2O2. Source: the Open Molecules 2025 dataset; level of theory: the ωB97M-V functional and the def2-TZVPD basis.

The geometry in ORCA input format:
```
! wB97M-V def2-TZVPD RIJCOSX def2/J DEFGRID3
* xyz 0 1
O 1.47530 1.38330 0.39210
C 1.39486 0.24304 -0.26772
C 0.09371 -0.37321 -0.32356
C -0.80652 -0.43736 -1.42088
N -2.03980 -0.87510 -0.80137
C -1.79837 -0.70147 0.42377
N -0.50814 -0.75311 0.85352
O 0.22844 -0.28411 1.97812
H 1.04951 2.02732 -0.10961
H 2.37170 -0.26898 0.24415
H 1.71955 0.17533 -1.37059
H -0.60634 -0.45191 -2.48919
H -2.82543 -0.45273 0.94796
H 0.25153 0.76900 1.94328
*
```

Its frontier orbital gap is 9.057 eV. The value obtained for the HOMO energy is -8.7341 eV. Its SMILES is OCc1cncn1O. The LUMO energy comes out at 0.012 Eh.



Model B:
An isolated molecule of C4H6N2O2. Source: the Open Molecules 2025 dataset; level of theory: the ωB97M-V functional and the def2-TZVPD basis.

The geometry in ORCA input format:
```
! wB97M-V def2-TZVPD RIJCOSX def2/J DEFGRID3
* xyz 0 1
H 2.13806 -1.02025 1.40943
N 2.12121 -0.12467 0.82673
C 1.24906 -0.01326 -0.01310
N 1.06810 1.15605 -0.58336
C 0.23962 -1.13093 -0.24488
C -1.01908 -0.97647 -0.35859
C -1.94624 0.16559 0.06265
O -3.09695 -0.19045 0.25087
O -1.54830 1.47141 0.44420
H 1.76888 1.83209 -0.42465
H 0.59463 1.17759 -1.41232
H 0.64394 -2.14880 -0.04676
H -1.65314 -1.87939 -0.20118
H -0.55979 1.68149 0.29097
*
```

Its frontier orbital gap is 10.263 eV. The value obtained for the HOMO energy is -10.1566 eV. Its SMILES is [H]/N=C(N)\C=C/C(=O)O. The LUMO energy comes out at 0.004 Eh.



Stability check: which of them is most stable? model B.



Model A:
A cluster of 4 separate species, C5H15NO5 in total. Source: the Open Molecules 2025 dataset; level of theory: the ωB97M-V functional and the def2-TZVPD basis.

The geometry in ORCA input format:
```
! wB97M-V def2-TZVPD RIJCOSX def2/J DEFGRID3
* xyz 0 1
C 1.22468 -2.06508 -1.36772
C 0.94426 -1.97842 -0.08874
N 1.95040 -1.74714 0.80841
C -0.38869 -2.08336 0.69896
C -1.41170 -0.94646 0.82280
C -0.87915 0.33140 1.42167
O 0.31526 0.48547 1.53639
O -1.66615 1.43637 1.80775
H 2.17025 -1.61513 -1.86469
H 0.50451 -2.26906 -1.99265
H 1.63379 -1.22253 1.54696
H 2.91859 -1.75140 0.58037
H -0.07363 -2.45955 1.71288
H -0.87757 -3.01320 0.19851
H -1.59538 -0.63399 -0.27580
H -2.39501 -1.16854 1.30879
H -1.36630 1.97103 2.54408
O -0.79039 1.41817 -2.62995
H -0.10082 2.02669 -2.43245
H -0.26720 0.54514 -2.59136
O -0.85636 3.29414 0.01496
H -1.58497 3.24118 -0.61849
H -1.24180 2.94885 0.74090
O 1.53454 1.75533 -0.92984
H 0.72499 2.33636 -0.84636
H 1.57385 1.16371 -0.10540
*
```

Its frontier orbital gap is 8.521 eV. The value obtained for the HOMO energy is -8.2121 eV. Its SMILES is C=C(N)CCC(=O)O.O.O.O. The LUMO energy comes out at 0.011 Eh.



Model B:
A cluster of 4 separate species, C5H15NO5 in total. Source: the Open Molecules 2025 dataset; level of theory: the ωB97M-V functional and the def2-TZVPD basis.

The geometry in ORCA input format:
```
! wB97M-V def2-TZVPD RIJCOSX def2/J DEFGRID3
* xyz 0 1
C 0.39099 -1.65160 -2.21979
C -0.41315 -1.63524 -0.91131
N -0.59005 -0.32623 -0.19406
C 0.52705 0.47924 -0.21770
O 0.44071 1.59459 0.27810
C -1.88173 0.40112 -0.33837
C -2.99906 -0.47460 0.16961
O -3.04901 -1.67962 0.22785
H -0.14080 -1.71477 -3.17229
H 0.95241 -0.74977 -2.44512
H 0.90307 -2.62566 -2.21543
H -1.32827 -2.18622 -0.92841
H 0.23298 -2.22233 -0.21025
H 1.39501 -0.00362 -0.60342
H -1.89762 0.79311 -1.34200
H -1.79785 1.25420 0.33745
H -3.92676 0.02329 0.43918
O 0.72686 2.81652 2.91014
H 0.02817 2.15315 3.03368
H 1.03904 2.46329 2.07219
O 2.66235 2.82108 -0.71348
H 2.91511 2.24577 0.02167
H 1.95611 3.26487 -0.22332
O 1.54795 -1.71828 1.80882
H 0.78102 -2.29343 1.95495
H 1.52547 -1.02885 2.48131
*
```

Its frontier orbital gap is 10.250 eV. The value obtained for the HOMO energy is -9.9614 eV. Its SMILES is CCN(C=O)CC=O.O.O.O. The LUMO energy comes out at 0.011 Eh.



Stability check: which of them is most stable? model B.



Model A:
A structure of composition C2H2BrN. Source: the Open Molecules 2025 dataset; level of theory: the ωB97M-V functional and the def2-TZVPD basis.

The geometry in ORCA input format:
```
! wB97M-V def2-TZVPD RIJCOSX def2/J DEFGRID3
* xyz 0 1
C -0.34324 0.28585 0.10052
C 0.32601 -0.87627 -0.54339
N 0.65832 -1.73366 -1.27251
Br 0.53748 0.67676 1.80181
H -1.63843 0.73015 0.28113
H 0.45986 0.91718 -0.36757
*
```

Its frontier orbital gap is 10.569 eV. The value obtained for the HOMO energy is -10.6202 eV. The LUMO energy comes out at -0.002 Eh.



Model B:
A cluster of 2 separate species, C2H2BrN in total. Source: the Open Molecules 2025 dataset; level of theory: the ωB97M-V functional and the def2-TZVPD basis.

The geometry in ORCA input format:
```
! wB97M-V def2-TZVPD RIJCOSX def2/J DEFGRID3
* xyz 0 1
C 0.22965 0.43667 1.02166
C -0.50145 0.30627 -0.07509
N 0.90341 0.68527 1.96953
Br 0.92009 -1.92300 -1.71042
H -1.61955 -0.10094 -0.22149
H 0.06784 0.59573 -0.98420
*
```

Its frontier orbital gap (spin up / spin down) is 5.777 / 5.775 eV. The value obtained for the HOMO energy (spin up / spin down) is -9.8768 / -9.8757 eV. The LUMO energy (spin up / spin down) comes out at -0.151 / -0.151 Eh.



Stability check: which of them is most stable? model A.